This record from the Open Molecules 2025 dataset describes C10H22F9NO9P2S4 as an isolated structure in a non-equilibrium geometry. The level of theory is ωB97M-V with the def2-TZVPD basis set.

Properties
HOMO-LUMO gap: 8.8 eV
LUMO: -0.07 eV

Last column: natural (NBO) charge in e.
Positions of all 57 atoms, in Å:
1 N 1.3489 5.0120 -2.0740  -1.271
2 P 0.8847 4.4904 -0.6696  1.312
3 C -0.5989 3.3361 -0.6851  -0.039
4 C -0.4078 1.8004 -0.8115  -0.455
5 C 0.9859 1.3432 -1.2810  -0.464
6 C 1.2369 -0.1691 -0.9840  0.636
7 F 0.0362 -0.7406 -0.8135  -0.314
8 F 1.8639 -0.6571 -2.0474  -0.300
9 C 2.1185 -0.2286 0.2857  0.465
10 F 3.3472 0.0811 -0.0963  -0.297
11 F 1.7800 0.6610 1.1878  -0.286
12 S 2.2031 -1.9117 1.1476  2.366
13 F 0.7081 -1.7831 1.5994  -0.450
14 F 2.7159 -1.1880 2.4625  -0.454
15 F 3.7377 -2.1055 0.7553  -0.461
16 F 1.8316 -2.7094 -0.1716  -0.467
17 F 2.2673 -3.2896 1.9135  -0.448
18 O -1.1040 3.4959 0.7186  -0.687
19 S -2.6967 3.2031 0.6616  2.516
20 O -3.4742 4.0229 1.5005  -0.874
21 O -3.0143 1.8408 0.8777  -0.924
22 O -2.9763 3.4094 -0.9540  -0.649
23 C -1.7463 3.9580 -1.4537  -0.335
24 P -1.7176 3.9170 -3.3063  2.345
25 O -0.4882 3.4544 -3.8974  -1.064
26 O -2.1547 5.3947 -3.7751  -0.946
27 O -2.9344 2.9576 -3.6989  -0.989
28 H 1.2566 6.0253 -2.0650  0.377
29 H 1.9252 3.7904 -0.0165  -0.046
30 H 0.4787 5.5653 0.1564  -0.028
31 H -1.1373 1.4067 -1.5246  0.242
32 H -0.6784 1.3506 0.1411  0.268
33 H 1.0180 1.4539 -2.3673  0.262
34 H 1.8176 1.9060 -0.8616  0.218
35 H -1.7765 5.0283 -1.1893  0.222
36 H -2.9256 5.6172 -3.2210  0.495
37 H -2.7680 2.5900 -4.5821  0.525
38 C 1.7997 -7.3919 -0.4811  -0.833
39 S 0.8364 -6.6443 -1.8048  1.252
40 O 0.8321 -7.5983 -2.9422  -0.981
41 C 2.0283 -5.3543 -2.1910  -0.836
42 H 1.2535 -8.2577 -0.1115  0.239
43 H 2.7701 -7.7084 -0.8644  0.230
44 H 1.9278 -6.6706 0.3267  0.227
45 H 2.9845 -5.8026 -2.4624  0.229
46 H 2.1492 -4.7024 -1.3281  0.231
47 H 1.6460 -4.7767 -3.0306  0.240
48 C -2.9598 0.0414 4.0349  -0.831
49 S -1.4552 -0.0358 5.0184  1.251
50 O -0.3879 0.6535 4.2451  -0.990
51 C -1.1955 -1.8059 4.8254  -0.833
52 H -3.2820 1.0798 3.9871  0.246
53 H -2.7621 -0.3253 3.0272  0.236
54 H -3.7356 -0.5586 4.5115  0.225
55 H -1.1126 -2.0535 3.7667  0.229
56 H -2.0283 -2.3461 5.2764  0.227
57 H -0.2716 -2.0712 5.3359  0.239


This record from the Open Molecules 2025 dataset describes C10H22FInNO4 as an isolated structure in a non-equilibrium geometry. The level of theory is ωB97M-V with the def2-TZVPD basis set.

Properties
charge: -1
energy relative to the best compared isomer or geometry (same formula, charge and spin): 0.00 kcal per mole
HOMO-LUMO gap: 7.6 eV
LUMO: 3.03 eV

Last column: Mulliken charge in e.
Positions of all 39 atoms, in Å:
1 C 4.7160 0.3381 -0.7717  -1.085
2 C 3.4906 1.2250 -0.7900  0.876
3 O 3.3606 2.1292 0.0081  -0.584
4 O 2.6106 0.9161 -1.7542  -0.281
5 C 2.0060 2.0368 -2.4416  -0.389
6 C 0.4903 1.9678 -2.5488  -1.130
7 In -0.6580 0.8962 -0.9636  1.039
8 N -2.1805 2.2165 -0.2812  -0.724
9 O 0.4191 0.2062 0.6801  -0.867
10 C -1.7286 -0.9043 -1.8092  -1.358
11 C -0.7716 -2.0425 -2.0493  0.554
12 C -0.8031 -3.0900 -0.9340  -1.055
13 F 0.5799 -1.5747 -2.1350  -0.341
14 H 4.7667 -0.3397 -1.6185  0.294
15 H 4.7063 -0.2161 0.1696  0.282
16 H 5.5768 1.0080 -0.7465  0.330
17 H 2.4482 2.0661 -3.4450  0.222
18 H 2.2997 2.9627 -1.9442  0.400
19 H 0.1275 3.0022 -2.5520  0.385
20 H 0.2152 1.5541 -3.5244  0.287
21 H -1.7535 3.0959 -0.0084  0.144
22 H -2.5911 1.8174 0.5581  0.160
23 H 0.8836 -0.6044 0.4516  0.185
24 H -2.4857 -1.2025 -1.0813  0.352
25 H -2.2123 -0.5618 -2.7267  0.357
26 H -0.9548 -2.5390 -3.0091  0.203
27 H 0.2014 -3.4456 -0.7023  0.295
28 H -1.4492 -3.9226 -1.2188  0.370
29 H -1.2151 -2.6494 -0.0219  0.082
30 C -1.5335 0.6418 4.2613  -1.113
31 C -2.5062 -0.1705 3.4447  0.954
32 O -3.4541 0.3394 2.8961  -0.569
33 C -2.2309 -1.6498 3.3318  -1.117
34 H -1.8341 1.6865 4.2453  0.277
35 H -1.5168 0.2840 5.2935  0.369
36 H -0.5340 0.5502 3.8317  0.282
37 H -2.2472 -2.1132 4.3209  0.389
38 H -1.2487 -1.8026 2.8808  0.255
39 H -2.9896 -2.1117 2.7042  0.270


This record from the Open Molecules 2025 dataset describes C10H23BBr8Na3O4 as an isolated structure in a non-equilibrium geometry. The level of theory is ωB97M-V with the def2-TZVPD basis set.

Properties
charge: -1
energy relative to the best compared isomer or geometry (same formula, charge and spin): 8.63 kcal per mole
HOMO-LUMO gap: 4.1 eV
LUMO: 1.00 eV

Last column: natural (NBO) charge in e.
Positions of all 49 atoms, in Å:
1 Na -0.0923 2.1925 0.7779  0.902
2 Na 3.4716 1.5472 -0.0639  0.937
3 Na 0.9379 0.8582 -2.4686  0.946
4 C 2.7944 4.1987 1.0298  0.920
5 O 1.8101 3.4164 0.6382  -1.017
6 O 2.6428 5.4477 1.1457  -0.798
7 O 4.0063 3.6782 0.8808  -0.983
8 B 1.0321 -0.0345 -0.1251  -0.857
9 H 0.6932 -0.2422 1.0061  -0.004
10 H 1.8104 -0.8914 -0.4991  -0.046
11 H 0.0828 0.0239 -0.8118  -0.042
12 H 1.4410 1.0377 -0.2006  -0.044
13 C -1.6671 2.4589 -2.3118  -0.212
14 O -0.5122 2.6733 -1.6029  -1.008
15 H -1.6315 1.5809 -3.0127  0.056
16 H -2.5489 2.2685 -1.6587  0.103
17 H -1.9323 3.3341 -2.9363  0.126
18 Br -3.0433 -2.5034 0.4001  -0.018
19 C -2.6095 -0.6364 0.6685  -0.462
20 C -3.8274 0.0663 1.2499  -0.441
21 Br -3.2943 1.8319 1.8669  0.006
22 H -2.2623 -0.1731 -0.2527  0.245
23 H -1.7662 -0.5679 1.3557  0.239
24 H -4.2188 -0.4692 2.1045  0.226
25 H -4.5505 0.2063 0.4527  0.223
26 Br -4.0496 -2.0816 -6.1041  -0.015
27 C -2.3739 -1.9163 -5.1221  -0.439
28 C -2.6667 -1.9527 -3.6524  -0.469
29 Br -1.0683 -1.6715 -2.6086  0.016
30 H -1.9256 -0.9697 -5.4209  0.224
31 H -1.6836 -2.6735 -5.4842  0.225
32 H -3.1121 -2.8969 -3.3458  0.230
33 H -3.3968 -1.1906 -3.3895  0.234
34 Br 0.1281 0.9444 3.5454  -0.028
35 C 2.0349 0.9127 3.9319  -0.433
36 C 2.6821 2.2495 3.6104  -0.473
37 Br 4.2864 2.4971 4.6605  -0.025
38 H 2.4352 0.0945 3.3395  0.215
39 H 2.1729 0.6827 4.9847  0.227
40 H 2.0286 3.0875 3.8245  0.243
41 H 3.0363 2.3408 2.5859  0.273
42 Br 1.8352 -4.2605 3.0188  -0.019
43 C 2.0801 -3.1407 1.4553  -0.466
44 C 1.5184 -3.7998 0.2299  -0.448
45 Br 2.7024 -5.1451 -0.5253  -0.036
46 H 3.1334 -2.8887 1.3642  0.226
47 H 1.5710 -2.1832 1.5740  0.263
48 H 1.3024 -3.0664 -0.5443  0.245
49 H 0.5631 -4.2748 0.4396  0.230


This record from the Open Molecules 2025 dataset describes a 2-piece molecular cluster, C10H23N2 overall in a non-equilibrium geometry. The level of theory is ωB97M-V with the def2-TZVPD basis set.

Properties
charge: +1
energy relative to the best compared isomer or geometry (same formula, charge and spin): 38.31 kcal per mole
HOMO-LUMO gap: 9.1 eV
LUMO: -3.52 eV

Last column: natural (NBO) charge in e.
Positions of all 35 atoms, in Å:
1 C 1.7732 -0.9768 -0.9583  0.092
2 C 2.1470 0.4497 -0.8465  -0.061
3 C 1.8377 -1.6308 -2.2372  -0.654
4 C 2.1901 -1.8209 0.1820  -0.607
5 C 2.3509 1.3253 -2.0854  -0.641
6 C -0.2149 0.1679 2.0891  -0.760
7 C -2.2281 -1.2599 1.8585  -0.734
8 C -1.5351 2.0225 0.2924  -0.420
9 C -3.6259 0.8095 0.6292  -0.455
10 C -1.5440 -0.0074 1.5434  0.518
11 N -2.2413 0.9283 0.9397  -0.302
12 N 0.7573 0.0603 -0.5394  -0.656
13 H 2.8374 -1.7690 -2.5189  0.239
14 H 1.3163 -1.2444 -3.1357  0.229
15 H 1.5509 -2.6397 -2.2902  0.233
16 H 1.4710 -2.6413 0.3412  0.211
17 H 2.2906 -1.2407 1.1173  0.212
18 H 3.1276 -2.3439 -0.0313  0.234
19 H 2.3496 2.3733 -1.7868  0.227
20 H 1.6684 1.0572 -2.8650  0.210
21 H 3.3439 1.1978 -2.5336  0.236
22 H -0.1901 1.3001 2.3718  0.251
23 H 2.6329 0.8927 0.0527  0.205
24 H -0.0024 -0.6534 2.7997  0.263
25 H -2.8658 -1.7798 1.1237  0.266
26 H -1.3891 -2.0173 1.9444  0.256
27 H -2.7455 -1.2926 2.9034  0.290
28 H -0.8562 1.6960 -0.5593  0.237
29 H -2.2254 2.7819 -0.0606  0.236
30 H -0.8699 2.3564 1.1209  0.220
31 H -4.0651 0.4592 1.5111  0.228
32 H -4.1812 1.7106 0.5063  0.245
33 H -4.0064 0.3724 -0.3259  0.245
34 H 0.2672 0.3144 -1.3747  0.356
35 H 0.4775 0.0841 1.1841  0.352


This record from the Open Molecules 2025 dataset describes an isolated ion of composition C10H23O3S and charge +1. The level of theory is ωB97M-V with the def2-TZVPD basis set.

Properties
charge: +1
HOMO-LUMO gap: 9.6 eV
LUMO: -3.21 eV

Last column: natural (NBO) charge in e.
Positions of all 37 atoms, in Å:
1 C 3.3531 1.4816 -1.1636  -0.626
2 C 3.6947 0.5455 -0.0225  -0.061
3 O 2.5686 -0.2943 0.2636  -0.572
4 C 2.2373 -0.3850 1.6291  -0.085
5 C 1.1602 -1.4736 1.8512  -0.090
6 O 1.2086 -2.5744 0.9327  -0.495
7 C 0.6764 -2.4057 -0.3100  -0.117
8 S -1.0802 -3.1113 -0.3015  0.579
9 C -2.0481 -1.8214 -1.1245  -0.511
10 C -2.3944 -0.7439 -0.1092  -0.432
11 C -2.8912 0.5369 -0.7803  -0.426
12 C -3.2169 1.5987 0.2635  -0.059
13 O -2.0650 2.0380 0.9497  -0.540
14 C -1.2307 2.8971 0.1981  -0.259
15 H 3.1009 0.9193 -2.0661  0.210
16 H 2.5099 2.1266 -0.9042  0.208
17 H 4.2102 2.1195 -1.3904  0.228
18 H 3.9585 1.1149 0.8745  0.177
19 H 4.5446 -0.0955 -0.2745  0.186
20 H 3.1258 -0.6092 2.2307  0.183
21 H 1.8354 0.5747 1.9795  0.183
22 H 0.1513 -1.0436 1.8680  0.170
23 H 1.3235 -1.9514 2.8159  0.223
24 H 0.5787 -1.3819 -0.6665  0.229
25 H 1.2183 -3.0111 -1.0373  0.235
26 H -0.9619 -3.9537 -1.3399  0.169
27 H -1.4612 -1.4356 -1.9620  0.242
28 H -2.9318 -2.3297 -1.5187  0.259
29 H -3.1545 -1.1151 0.5856  0.228
30 H -1.5149 -0.4895 0.4937  0.215
31 H -3.7753 0.3372 -1.3952  0.222
32 H -2.1142 0.9179 -1.4542  0.208
33 H -3.8672 1.1728 1.0350  0.193
34 H -3.7513 2.4395 -0.1966  0.186
35 H -1.8139 3.6070 -0.4005  0.179
36 H -0.6285 3.4527 0.9170  0.205
37 H -0.5548 2.3462 -0.4700  0.156


This record from the Open Molecules 2025 dataset describes C10H24ClINP2STi as an isolated structure in a non-equilibrium geometry. The level of theory is ωB97M-V with the def2-TZVPD basis set.

Properties
charge: +2
energy relative to the best compared isomer or geometry (same formula, charge and spin): 0.00 kcal per mole
multiplicity: 2
HOMO-LUMO gap (alpha / beta): 7.7 / 8.0 eV
LUMO (alpha / beta): -7.69 / -7.45 eV

Last column: natural (NBO) charge in e.
Positions of all 41 atoms, in Å:
1 C 4.6183 -2.1622 -2.5694  -0.620
2 I 3.1187 -1.2270 -1.2362  0.074
3 H 4.0672 -2.7112 -3.3360  0.240
4 H 5.2741 -2.8539 -2.0313  0.249
5 H 5.2353 -1.3952 -3.0461  0.246
6 Ti -0.0938 0.0177 -0.0397  1.415
7 P -0.1658 -2.1101 1.1882  0.756
8 C 0.9382 -2.3376 2.5925  -0.936
9 C -1.8577 -2.3355 1.8331  -0.929
10 H -1.9102 -3.3500 2.2555  0.266
11 H -0.0946 -4.4157 0.5756  0.264
12 H -2.6121 -2.2364 1.0379  0.266
13 H -0.5774 -3.3915 -0.8207  0.274
14 H 0.7382 -1.5211 3.3052  0.250
15 H -2.0837 -1.5906 2.6115  0.249
16 C 0.1058 -3.4776 0.0359  -0.936
17 H 0.7552 -3.3228 3.0542  0.273
18 H 1.1374 -3.4248 -0.3483  0.268
19 H 1.9710 -2.2483 2.2216  0.264
20 P 0.0428 2.1276 -1.3217  0.749
21 C 1.2094 3.4064 -0.8127  -0.934
22 C 0.3435 1.7704 -3.0741  -0.929
23 H -2.3974 2.2485 -1.6175  0.264
24 H -1.5650 3.7925 -1.9757  0.266
25 H -1.8502 3.2794 -0.2738  0.247
26 C -1.6011 2.9334 -1.2887  -0.926
27 H -0.3730 1.0217 -3.4420  0.274
28 H 0.2354 2.7022 -3.6502  0.266
29 H 1.1191 4.2913 -1.4650  0.274
30 H 2.2201 2.9741 -0.8671  0.261
31 H 1.3555 1.3522 -3.1785  0.262
32 H 0.9877 3.6623 0.2355  0.250
33 Cl -1.5713 -0.8141 -1.5856  -0.441
34 S -1.8743 2.2385 3.5476  0.608
35 C -3.1686 1.6809 2.4752  -0.368
36 C -2.6615 1.0076 1.3768  -0.046
37 N -1.2690 0.9210 1.3637  -0.660
38 C -0.7308 1.5342 2.4548  -0.147
39 H -4.2089 1.8621 2.6858  0.289
40 H -3.1500 0.5474 0.5453  0.262
41 H 0.3437 1.5544 2.5844  0.247